{"formula": "C41H39BrN9O3RbS2", "method": "the ωB97M-V functional and the def2-TZVPD basis", "elements": ["Rb", "C", "N", "C", "C", "N", "C", "C", "C", "C", "C", "C", "N", "C", "N", "C", "C", "C", "C", "C", "C", "N", "H", "H", "H", "H", "H", "H", "H", "H", "H", "H", "H", "H", "H", "H", "H", "C", "C", "C", "C", "C", "Br", "N", "C", "H", "H", "H", "H", "H", "H", "O", "S", "C", "C", "C", "C", "S", "O", "C", "C", "C", "C", "C", "C", "C", "C", "C", "C", "C", "C", "H", "H", "H", "H", "H", "H", "H", "H", "H", "H", "H", "H", "H", "H", "H", "H", "H", "H", "O", "N", "C", "C", "N", "C", "N"], "xyz": [[13.06735, 11.25853, 9.52799], [10.26298, 12.33726, 12.64837], [11.67447, 12.52309, 12.40500], [12.14352, 13.75919, 12.91736], [13.56822, 13.96800, 12.61836], [14.12669, 13.69470, 11.49068], [15.43611, 14.18298, 11.60349], [16.41116, 14.22104, 10.62888], [17.60142, 14.82176, 10.95503], [17.87985, 15.25838, 12.28072], [16.85440, 15.32059, 13.22144], [15.65229, 14.78037, 12.85976], [14.42738, 14.56006, 13.51856], [9.72466, 11.11224, 11.92606], [10.20580, 10.55303, 10.84693], [9.41347, 9.44082, 10.60831], [9.49646, 8.44680, 9.65779], [8.57042, 7.41682, 9.64437], [7.50754, 7.39367, 10.53300], [7.42015, 8.33509, 11.57376], [8.40714, 9.33395, 11.58048], [8.58464, 10.43938, 12.39932], [9.74820, 13.26725, 12.25208], [10.02671, 12.19624, 13.69942], [12.19955, 11.69713, 12.68220], [11.95354, 13.91616, 14.00959], [11.57523, 14.58351, 12.42622], [16.24731, 13.71701, 9.65602], [18.44062, 14.92605, 10.23482], [18.82885, 15.70068, 12.61773], [17.04599, 15.67556, 14.23312], [14.21308, 14.74240, 14.47575], [10.18665, 8.52068, 8.79593], [8.70056, 6.62832, 8.90622], [6.72404, 6.63782, 10.50333], [6.68340, 8.29761, 12.36310], [8.07869, 10.54266, 13.26438], [16.00984, 7.50242, 7.64088], [14.83788, 8.05438, 6.93111], [13.94879, 7.25645, 6.22524], [12.71970, 7.73672, 5.83391], [12.43204, 9.05276, 6.11181], [10.61640, 9.60824, 5.90528], [13.25851, 9.89827, 6.69409], [14.44858, 9.37143, 7.04552], [15.61370, 6.96361, 8.50721], [16.66878, 8.25904, 8.03811], [16.69469, 6.88715, 7.00023], [14.21561, 6.19475, 6.04664], [11.95340, 7.13412, 5.40213], [15.08017, 10.03006, 7.58739], [11.36014, 13.29193, 8.46963], [10.02228, 13.47961, 7.85726], [10.20101, 13.21119, 6.07110], [11.64784, 13.30006, 5.63281], [12.17072, 14.69793, 5.69503], [13.66496, 14.83325, 5.40062], [14.82940, 14.48109, 6.70083], [14.39024, 13.25778, 7.47300], [14.54969, 15.90491, 7.74586], [15.03025, 17.18907, 7.41510], [14.85694, 18.24323, 8.28660], [14.26172, 17.99020, 9.51064], [13.80349, 16.72484, 9.86856], [13.95329, 15.67366, 8.97103], [9.73180, 15.25934, 7.90080], [10.48273, 16.01726, 8.80794], [10.35574, 17.39449, 8.89013], [9.47857, 18.04386, 8.02125], [8.74773, 17.28040, 7.12554], [8.81498, 15.87485, 7.06122], [9.60667, 14.00351, 5.53957], [9.74408, 12.24421, 5.81459], [11.71311, 12.86261, 4.63536], [12.24554, 12.63180, 6.21170], [12.03147, 15.11586, 6.70403], [11.57736, 15.33573, 4.95639], [13.88126, 15.86881, 5.10603], [13.96283, 14.19832, 4.55222], [15.55615, 17.47780, 6.53480], [15.18630, 19.25495, 7.99680], [14.12420, 18.79532, 10.21030], [13.40485, 16.62643, 10.88744], [13.68316, 14.61570, 9.10954], [11.18037, 15.49370, 9.42515], [10.93554, 17.97500, 9.65847], [9.33913, 19.10688, 8.10492], [8.07089, 17.81611, 6.45273], [8.11956, 15.35248, 6.41172], [13.52664, 10.39402, 12.24742], [14.28659, 9.66262, 12.94805], [15.48169, 9.48607, 12.45276], [15.87722, 10.06613, 11.17821], [15.94640, 10.53186, 10.10989], [16.37573, 8.58560, 13.11439], [17.07009, 7.88364, 13.68494]], "forces_ev_per_angstrom": [[-0.1545, 0.4523, 0.2255], [-0.3198, 0.2868, -1.3699], [-0.8812, -0.6493, -0.3776], [-0.7267, 0.7622, 0.6997], [0.9268, 0.1465, 0.5476], [0.7132, 0.1603, -0.5141], [-0.6869, 0.1542, 0.0826], [0.1104, -0.6036, -0.9985], [2.0852, 0.2749, 0.5433], [-0.7201, 0.9402, -0.0902], [1.0632, -0.2129, 0.5557], [-1.8842, -1.2744, -0.3090], [0.3315, 0.4424, -0.5666], [-0.6339, -0.3355, 0.0821], [0.0406, 0.3743, 0.4037], [-0.3734, -0.1517, 0.5924], [0.5189, -0.0934, -1.6202], [0.2011, 0.0133, -0.4633], [-0.6177, 0.2116, 1.5814], [0.9603, 0.2271, -0.7062], [-0.5089, 0.1267, 0.0344], [0.7507, -0.1480, -0.3182], [0.2174, -1.0027, 0.5547], [-0.2434, 0.2467, 0.4908], [0.4162, 0.0314, 0.0103], [0.1905, -0.1570, -0.3024], [0.2308, -0.3562, 0.1594], [0.0581, 0.5579, 0.6266], [-0.8267, -0.3276, 0.3825], [-0.2832, -0.3929, -0.7009], [-0.0595, 0.0301, -0.2312], [-0.0483, 0.1504, 0.2868], [-0.0919, -0.0858, 0.8523], [-0.2672, 0.1959, 0.0443], [0.3704, -0.0437, -0.1702], [-0.2389, -0.0790, -0.1707], [0.3172, 0.3883, -0.0169], [1.1300, -0.5047, -0.2075], [-0.8039, 0.2243, -0.8007], [0.3659, -1.4675, -0.0978], [0.1105, 0.0716, -0.0852], [-0.1081, 0.5140, 0.7026], [0.0947, 0.0802, -0.1836], [0.1381, -0.7816, -0.3747], [-0.4199, 0.5110, 0.4514], [0.4028, -0.3585, -0.1810], [-0.0482, 0.5484, 0.1728], [-0.9666, 0.0979, 0.5562], [-0.3222, 0.7130, 0.1249], [-0.1504, -0.4701, -0.3442], [0.6364, 0.7211, 0.3077], [0.3267, -0.1300, 0.2165], [-0.7375, -0.0678, 0.3612], [-0.6771, 0.8082, -1.0318], [-0.4254, -0.7320, -0.3249], [-0.0368, 1.3356, -0.2635], [-0.6113, 0.2155, -1.1308], [0.5988, -0.9137, 0.6049], [0.1175, 0.8546, -0.5145], [0.1828, 1.0553, 0.0147], [-0.2671, -0.2367, 0.2369], [-0.0864, 0.1497, 0.0638], [-0.4492, -0.0280, 0.3749], [0.3019, 0.4176, 0.2826], [-0.0522, -0.8049, -0.3319], [0.1609, 0.2904, -0.2511], [-0.2040, -0.2736, -0.3050], [0.2307, 0.5372, 0.5888], [0.3155, -0.7520, 0.4240], [-0.7490, 0.0141, -0.5693], [0.0860, 1.2650, 0.4790], [0.3770, -0.6872, 0.5426], [0.2422, 0.3190, 0.3575], [-0.0505, 0.2759, -0.3268], [0.4969, -0.3863, 0.7773], [-0.2491, -0.0438, -0.3177], [0.8023, -0.5588, 0.9570], [0.1525, -0.1653, 0.0855], [-0.0199, 0.0682, 0.2368], [0.2412, -0.5916, -0.9333], [-0.1366, -0.6582, 0.2945], [0.0383, 0.2339, 0.2115], [0.0234, -0.3678, -0.5803], [-0.1768, 0.6818, 0.5699], [0.3633, -0.2515, 0.3148], [-0.5876, -0.7233, -0.9477], [-0.0178, 0.2277, -0.2283], [0.1030, -0.3255, 0.2012], [0.3078, -0.0877, -0.0121], [-0.3746, 0.0680, 0.2081], [-0.7395, 0.3734, -0.1044], [1.8018, -0.3852, -0.8319], [-0.8635, 0.3037, -0.8990], [0.2930, -0.6795, 1.5027], [-0.9506, 1.1058, -0.4382], [0.9037, -0.9092, 0.5649]], "energy_ha": -5698.7234, "charge": 0, "homo_lumo_gap_ev": 7.9, "e_above_lowest_kcal_mol": 16.3}

---

{"formula": "C41H39CdN9O2SSe", "method": "the ωB97M-V functional and the def2-TZVPD basis", "elements": ["Cd", "C", "C", "C", "C", "C", "C", "N", "C", "C", "C", "C", "C", "C", "N", "N", "C", "C", "C", "C", "C", "N", "H", "H", "H", "H", "H", "H", "H", "H", "H", "H", "H", "H", "H", "S", "C", "N", "N", "C", "C", "C", "C", "C", "C", "N", "N", "C", "C", "C", "C", "C", "C", "H", "H", "H", "H", "H", "H", "H", "H", "H", "H", "H", "N", "C", "C", "O", "O", "H", "H", "H", "H", "C", "C", "C", "C", "C", "C", "Se", "C", "C", "C", "H", "H", "H", "H", "H", "H", "H", "H", "H", "H", "H"], "xyz": [[-1.48693, -0.39732, -1.05841], [-4.90659, 3.48114, -2.59338], [-3.84399, 3.64456, -3.56015], [-2.56476, 3.35250, -3.25141], [-2.21952, 2.81922, -1.95291], [-3.23806, 2.98336, -0.85199], [-4.63716, 3.14263, -1.32812], [-1.13485, 2.18892, -1.69405], [0.03032, 2.31295, -2.42743], [0.55595, 3.57524, -2.72527], [1.75735, 3.71662, -3.39360], [2.45363, 2.57985, -3.80531], [1.97401, 1.32420, -3.50575], [0.76210, 1.15255, -2.80368], [0.22561, -0.06607, -2.50685], [0.83638, -1.10387, -3.03969], [0.30203, -2.31683, -2.75116], [0.89775, -3.44844, -3.35524], [0.35895, -4.69116, -3.13531], [-0.76554, -4.81615, -2.31479], [-1.27870, -3.66966, -1.73805], [-0.76684, -2.45999, -1.93359], [-5.93208, 3.61529, -2.91381], [-4.09480, 3.92319, -4.57623], [-1.79499, 3.36382, -4.01165], [-2.94496, 3.87709, -0.27886], [-5.42292, 2.97634, -0.60180], [0.02067, 4.44900, -2.37043], [2.15988, 4.70504, -3.58118], [3.38050, 2.69072, -4.35671], [2.51159, 0.43374, -3.79535], [1.76482, -3.29598, -3.98282], [0.80038, -5.56752, -3.59564], [-1.21625, -5.77730, -2.11100], [-2.13412, -3.73126, -1.07448], [-3.12064, 1.70062, 0.45507], [-1.58066, 2.26297, 1.22305], [-1.68829, 3.46849, 1.75197], [-0.55234, 3.89852, 2.38114], [-0.23035, 5.22121, 2.46682], [-1.10552, 6.22930, 2.03202], [-0.73763, 7.55897, 2.13125], [0.49305, 7.92132, 2.66591], [1.35769, 6.92589, 3.10815], [1.00722, 5.59317, 3.01880], [-0.44407, 1.58045, 1.26680], [-0.31265, 0.37669, 0.75778], [1.00030, -0.08042, 0.73074], [2.11922, 0.76573, 0.75203], [3.39353, 0.23590, 0.64529], [3.58611, -1.13522, 0.53545], [2.48422, -1.98363, 0.54268], [1.20903, -1.46555, 0.64236], [0.19474, 3.21284, 2.41910], [-2.05333, 5.92617, 1.60993], [-1.41734, 8.33007, 1.78734], [0.77706, 8.96482, 2.72780], [2.31730, 7.19710, 3.53290], [1.68434, 4.82014, 3.36368], [1.97013, 1.83565, 0.81623], [4.24759, 0.90456, 0.64560], [4.58809, -1.53858, 0.44565], [2.62497, -3.05658, 0.49036], [0.34329, -2.11707, 0.69728], [-2.87360, -1.51826, 0.44586], [-4.20956, -1.66929, -0.15201], [-4.33844, -1.14786, -1.62081], [-5.38540, -1.45700, -2.19767], [-3.39890, -0.42761, -2.08911], [-2.51203, -2.40892, 0.78920], [-2.91556, -0.91314, 1.25399], [-4.95406, -1.10345, 0.41245], [-4.53183, -2.71055, -0.15528], [4.91755, -5.00581, 2.61251], [3.43346, -4.75948, 2.49931], [2.62001, -5.59765, 1.75094], [1.24396, -5.40538, 1.66504], [0.42512, -6.34014, 0.82471], [0.64609, -4.33970, 2.36486], [-1.24164, -4.09391, 2.29310], [1.46468, -3.46416, 3.10151], [0.90247, -2.25727, 3.79440], [2.83484, -3.69618, 3.15973], [5.25989, -5.66640, 1.81390], [5.16044, -5.48011, 3.56868], [5.47901, -4.07142, 2.54910], [3.07000, -6.42461, 1.20554], [1.05958, -7.09219, 0.34670], [-0.11518, -5.78750, 0.05403], [-0.33371, -6.83691, 1.43287], [0.75548, -1.45161, 3.06830], [1.58358, -1.90113, 4.57192], [-0.06839, -2.47777, 4.23494], [3.45824, -3.01458, 3.73419]], "forces_ev_per_angstrom": [[0.0727, 0.0527, 0.1689], [-0.2559, 0.0372, 0.3800], [0.5527, -0.1523, 0.0301], [-0.3019, 0.4356, -0.5908], [0.5093, -0.4475, 0.2297], [0.0006, -0.5091, 0.3786], [-0.1195, 0.0010, -0.1455], [-0.5149, 0.2423, 0.4577], [0.5915, 0.0229, -0.6571], [-0.1808, -0.1793, 0.2554], [0.1904, -0.0030, -0.1582], [-0.0388, 0.2479, 0.0493], [-0.1804, -0.1564, 0.1072], [0.1484, 0.4558, -0.1789], [-0.1517, -0.5067, -0.1321], [0.2731, 0.3567, -0.1183], [-0.1920, -0.2337, 0.1624], [-0.0514, -0.0161, 0.0319], [0.0054, 0.1186, 0.0060], [-0.0799, -0.0205, -0.0110], [0.0132, -0.1914, 0.0042], [0.2856, 0.0589, -0.2441], [-0.0016, -0.0275, 0.0004], [-0.0195, 0.0130, -0.0056], [-0.0091, 0.0115, 0.0071], [-0.0156, 0.1178, -0.1994], [-0.0414, 0.0560, -0.0342], [-0.0283, -0.0062, -0.0158], [-0.0311, -0.0050, -0.0266], [0.0339, -0.0422, 0.0533], [-0.0125, -0.0161, -0.0052], [0.0030, 0.0243, -0.0009], [0.0180, -0.0010, 0.0084], [-0.0149, 0.0248, 0.0061], [0.0379, 0.0145, 0.0184], [0.3002, 0.1747, -0.1323], [-0.4147, 0.2737, 0.0575], [-0.1872, 0.0730, -0.1487], [0.3595, -0.3001, 0.0573], [-0.1574, 0.1164, -0.0358], [-0.0405, -0.1380, -0.0419], [0.1011, -0.0216, 0.1045], [-0.0066, 0.1852, -0.0289], [-0.0405, -0.0127, 0.0215], [-0.0214, 0.0132, -0.0311], [0.5135, -0.1261, 0.3244], [-0.4610, 0.4375, 0.1313], [0.6329, -0.1550, 0.0990], [-0.1870, 0.0677, -0.0293], [0.0360, -0.0376, 0.0732], [0.0368, 0.0090, -0.0333], [0.1025, 0.0087, -0.1507], [-0.2086, 0.3120, -0.1877], [0.0177, -0.0124, -0.0562], [-0.0035, 0.0630, -0.0025], [-0.0258, -0.0283, -0.0268], [0.0029, -0.0157, 0.0227], [0.0154, -0.0238, -0.0165], [0.0033, -0.0010, -0.0083], [-0.0211, -0.0152, -0.0399], [-0.0002, 0.0038, -0.0253], [-0.0053, -0.0256, 0.0168], [-0.0559, 0.0214, -0.0282], [0.0106, -0.0907, -0.0527], [-0.5690, -0.4320, 0.0968], [0.1179, 0.2290, -0.4125], [-0.1712, -0.1324, 0.1669], [0.0858, 0.0885, 0.0756], [-0.4779, -0.0106, -0.2176], [0.1681, 0.0547, 0.0485], [0.1453, -0.0075, 0.0746], [-0.0149, -0.0486, 0.0291], [0.0246, -0.0060, 0.0142], [-0.1417, -0.0100, -0.0011], [0.1056, -0.0026, 0.0636], [0.0062, 0.0056, -0.0739], [0.1909, 0.0365, 0.0837], [-0.0101, -0.0244, 0.0012], [-0.2640, 0.0220, -0.1491], [-0.2335, -0.0495, 0.0095], [0.1695, -0.1311, 0.1609], [0.0258, -0.0346, 0.0939], [-0.0115, -0.0877, 0.1462], [0.0432, -0.0006, 0.0098], [0.0758, 0.0123, -0.0215], [0.0263, -0.0063, 0.0131], [-0.0087, 0.0023, 0.0038], [0.0191, 0.0149, 0.0199], [0.0094, -0.0276, 0.0716], [-0.0300, 0.0034, -0.0098], [-0.0778, -0.0260, 0.1369], [0.0486, 0.0112, -0.0558], [-0.0203, -0.0047, -0.0117], [-0.0217, 0.0289, -0.0306]], "energy_ha": -5196.4562, "charge": -2, "homo_lumo_gap_ev": [5.4, 5.3], "e_above_lowest_kcal_mol": 43.8}